# 1
Below is a cluster of 2 separate species, C11H24Cl2I2NO6P2 in total, with properties calculated with ωB97M-V/def2-TZVPD.

Each line ends with the natural charge from an NBO analysis.
Cartesian coordinates (Å):
C: -2.519 1.781 -0.399  -0.2361
O: -1.913 1.034 0.626  -0.5922
C: -0.956 0.072 0.155  -0.3921
P: 0.641 0.240 1.197  1.2861
C: 2.200 0.603 2.276  -0.7448
C: 1.994 1.513 3.502  -0.4547
C: 2.608 1.001 4.815  -0.4774
I: 1.264 0.531 6.423  0.0279
P: -0.377 -0.627 3.096  0.5809
O: -1.993 -0.677 2.684  -1.0444
I: -0.069 -3.082 3.083  -0.2276
O: 1.268 -1.292 0.669  -0.8248
C: 2.448 -1.153 -0.061  -0.1100
C: 2.188 0.045 -0.989  0.3492
Cl: 3.814 0.797 -1.454  -0.1822
C: 1.531 -0.460 -2.280  -0.4784
C: 1.383 0.440 -3.491  -0.1619
C: 1.003 -0.378 -4.716  -0.6161
Cl: 0.098 1.681 -3.230  -0.0980
O: 1.458 0.936 -0.277  -0.8122
H: -3.154 2.535 0.073  0.1711
H: -3.135 1.154 -1.053  0.1570
H: -1.769 2.290 -1.014  0.1801
H: -1.384 -0.933 0.217  0.1884
H: -0.737 0.288 -0.890  0.1933
H: 0.135 1.535 1.608  -0.1403
H: 2.855 1.136 1.586  0.2318
H: 2.732 -0.310 2.564  0.2034
H: 0.941 1.777 3.638  0.2254
H: 2.502 2.463 3.304  0.2041
H: 3.240 1.755 5.275  0.2081
H: 3.208 0.107 4.666  0.2153
H: -2.283 0.224 2.467  0.5057
H: 3.321 -0.963 0.572  0.1749
H: 2.637 -2.073 -0.621  0.1773
H: 0.553 -0.868 -2.014  0.2400
H: 2.145 -1.304 -2.616  0.2134
H: 2.305 0.984 -3.683  0.2230
H: 1.848 -1.003 -5.015  0.2061
H: 0.149 -1.021 -4.498  0.2156
H: 0.737 0.270 -5.551  0.2148
C: -5.124 -1.402 -1.049  -0.4868
N: -4.161 -1.787 -2.120  0.5367
O: -3.106 -1.200 -2.154  -0.3503
O: -4.505 -2.678 -2.872  -0.3994
H: -4.671 -0.615 -0.456  0.2403
H: -6.036 -1.075 -1.539  0.2239
H: -5.312 -2.291 -0.455  0.2359

Largest force on an atom ... 0.0120 Eh/bohr
Energy relative to the best compared isomer or geometry (same formula, charge and spin) ... 0.00 kJ/mol
Frontier orbital gap ... 6.265 eV
Total charge ... -1
2S+1 ... 1
Calculated total energy ... -85394.2805 eV



# 2
Below is a structure of composition C5H8O, with properties calculated with ωB97M-V/def2-TZVPD.

Each line ends with the natural charge from an NBO analysis.
Cartesian coordinates (Å):
C: -1.472 0.555 0.350  -0.2600
O: -0.553 -0.528 0.359  -0.5101
C: -0.349 -1.438 -1.163  -0.0372
C: 0.976 -0.933 -1.274  -0.3214
C: 0.897 -0.202 -0.182  0.1514
C: 1.673 0.710 0.697  -0.6726
H: -2.475 0.146 0.498  0.1963
H: -1.234 1.237 1.172  0.1940
H: -1.425 1.105 -0.601  0.1813
H: -0.533 -2.458 -0.820  0.2027
H: -1.163 -1.035 -1.775  0.1914
H: 1.776 0.311 1.713  0.2217
H: 2.670 0.827 0.262  0.2506
H: 1.211 1.704 0.764  0.2119

Largest force on an atom ... 0.0066 Eh/bohr
Energy relative to the best compared isomer or geometry (same formula, charge and spin) ... 509.31 kJ/mol
Frontier orbital gap ... 9.164 eV
2S+1 ... 1
Calculated total energy ... -7356.9767 eV



# 3
Below is an isolated molecule of C4H9N in a non-equilibrium geometry, with properties calculated with ωB97M-V/def2-TZVPD.

Each line ends with the natural charge from an NBO analysis.
Cartesian coordinates (Å):
C: -0.196 0.073 -2.073  -0.0919
N: -0.614 0.902 -1.177  -0.3899
C: -0.317 0.637 0.206  -0.2619
C: 0.073 -0.753 0.649  -0.4607
C: 0.829 -0.664 1.965  -0.6139
H: 0.429 -0.864 -2.027  0.1529
H: -0.435 0.358 -3.124  0.1688
H: 0.420 1.544 0.515  0.2144
H: -1.279 1.175 0.724  0.2165
H: -0.738 -1.475 0.793  0.2179
H: 0.709 -1.325 -0.071  0.2049
H: 0.652 0.411 2.362  0.1986
H: 0.309 -1.222 2.803  0.2241
H: 1.893 -0.663 1.776  0.2201

Largest force on an atom ... 0.0860 Eh/bohr
Energy relative to the best compared isomer or geometry (same formula, charge and spin) ... 186.00 kJ/mol
SMILES string ... C=NCCC
Frontier orbital gap ... 10.646 eV
2S+1 ... 1
Calculated total energy ... -5781.8842 eV



# 4
Below is a structure of composition C4H5NO, with properties calculated with ωB97M-V/def2-TZVPD.

Each line ends with the natural charge from an NBO analysis.
Cartesian coordinates (Å):
C: 0.583 1.536 0.365  -0.6607
C: 0.010 0.205 0.040  0.3119
C: 0.440 -1.062 0.195  -0.1683
N: -0.619 -1.910 -0.145  -0.5179
C: -1.659 -1.134 -0.571  0.1513
O: -1.243 0.171 -0.493  -0.4419
H: -0.018 2.027 1.138  0.2395
H: 1.606 1.431 0.732  0.2321
H: 0.586 2.183 -0.518  0.2375
H: 1.384 -1.432 0.567  0.2256
H: -1.071 -2.015 -1.309  0.3909

Largest force on an atom ... 0.0051 Eh/bohr
Energy relative to the best compared isomer or geometry (same formula, charge and spin) ... 328.41 kJ/mol
Frontier orbital gap ... 10.415 eV
2S+1 ... 1
Calculated total energy ... -7763.1228 eV



# 5
Below is a structure of composition C36H36ClLuN8O9Se in a non-equilibrium geometry, with properties calculated with ωB97M-V/def2-TZVPD.

Each line ends with the Mulliken charge.
Cartesian coordinates (Å):
Lu: 0.115 0.614 2.383  2.1867
O: 1.120 3.562 4.916  -0.7608
C: 1.331 2.803 3.994  0.0962
O: 0.490 2.480 3.060  -0.4575
C: 2.756 2.234 3.779  -0.1390
C: 3.123 2.292 2.277  -0.3006
C: 4.646 2.307 2.136  -1.0215
C: 4.991 0.858 2.554  -1.0164
C: 3.598 0.248 2.746  -0.3562
O: 2.771 0.968 1.804  -0.3200
C: 2.937 0.700 4.057  0.3536
C: 1.568 -0.003 4.084  0.0791
O: 0.621 0.441 4.750  -0.6349
O: 1.389 -0.929 3.228  -0.6219
H: 3.430 2.831 4.388  0.7212
H: 2.584 3.041 1.705  0.6850
H: 5.107 3.056 2.777  0.3876
H: 4.934 2.502 1.104  0.3496
H: 5.577 0.806 3.471  0.3741
H: 5.531 0.331 1.769  0.3505
H: 3.529 -0.818 2.573  0.7956
H: 3.504 0.497 4.963  0.4107
Se: -6.633 -2.095 6.204  0.2584
N: -5.184 -2.899 5.601  -0.8550
C: -4.430 -1.985 5.046  0.9673
C: -3.175 -2.268 4.379  0.1078
C: -2.673 -3.562 4.246  -0.7151
C: -1.521 -3.751 3.517  -1.2410
C: -0.920 -2.649 2.921  -0.3532
N: -1.370 -1.409 3.054  0.3564
C: -2.468 -1.205 3.797  -0.1223
C: -2.919 0.180 3.978  -0.1308
N: -2.079 1.151 3.600  0.1787
C: -2.461 2.412 3.734  -0.1974
C: -3.728 2.773 4.190  -1.1826
C: -4.591 1.788 4.606  -0.6060
C: -4.171 0.457 4.542  0.1591
C: -4.951 -0.640 5.078  0.9343
N: -6.119 -0.501 5.652  -0.8548
H: -3.206 -4.378 4.716  0.5357
H: -1.095 -4.735 3.384  0.4373
H: -0.031 -2.767 2.316  0.5123
H: -1.724 3.163 3.480  0.4727
H: -4.007 3.816 4.227  0.4283
H: -5.576 2.006 4.996  0.5433
C: 0.726 -2.093 -6.478  -2.1222
C: 0.431 -2.095 -4.968  2.5435
C: -0.861 -1.298 -4.783  -1.6085
C: 0.194 -3.558 -4.560  -2.0034
C: 1.676 -1.512 -4.203  1.6848
O: 2.828 -2.201 -4.718  -0.7126
C: 1.949 0.001 -4.443  -1.5514
C: 1.344 1.109 -3.554  -0.2081
C: 0.030 1.682 -4.025  -0.4220
C: -1.132 1.539 -3.280  0.5547
C: -2.337 2.069 -3.710  -1.1878
C: -2.377 2.761 -4.909  0.3940
Cl: -3.880 3.412 -5.476  -0.2316
C: -1.230 2.934 -5.666  -0.8497
C: -0.036 2.392 -5.219  -0.1029
C: 1.896 -1.921 -2.708  -2.2432
N: 1.035 -1.582 -1.583  1.1108
C: 1.420 -0.931 -0.475  -0.7158
N: 0.458 -0.940 0.422  0.2746
C: -0.552 -1.588 -0.223  -0.9431
N: -0.225 -2.021 -1.417  -0.8697
H: -0.188 -2.366 -7.007  0.4892
H: 1.489 -2.825 -6.751  0.5853
H: 1.026 -1.108 -6.842  0.3139
H: -1.680 -1.850 -5.249  0.6285
H: -0.797 -0.326 -5.270  0.3383
H: -1.114 -1.154 -3.741  0.1552
H: -0.526 -4.008 -5.246  0.5110
H: -0.215 -3.624 -3.557  0.2503
H: 1.120 -4.133 -4.620  0.3911
H: 2.913 -1.989 -5.652  0.5448
H: 1.705 0.235 -5.482  0.1536
H: 3.035 0.078 -4.352  0.5270
H: 2.063 1.932 -3.551  0.5335
H: 1.245 0.788 -2.522  -0.4275
H: -1.101 0.983 -2.352  0.6399
H: -3.234 1.957 -3.116  0.4676
H: -1.273 3.493 -6.591  0.4289
H: 0.860 2.520 -5.818  0.4351
H: 2.869 -1.502 -2.448  0.1589
H: 2.012 -3.004 -2.729  0.5995
H: 2.397 -0.501 -0.322  0.6292
H: -1.523 -1.764 0.209  0.6080
O: -1.256 3.218 0.788  -0.7148
N: -0.768 2.106 0.802  1.2908
O: 0.447 1.886 0.573  -0.5431
O: -1.479 1.074 1.039  -0.5790

Largest force on an atom ... 0.0700 Eh/bohr
Energy relative to the best compared isomer or geometry (same formula, charge and spin) ... 148.94 kJ/mol
Frontier orbital gap ... 8.048 eV
2S+1 ... 1
Calculated total energy ... -179756.5278 eV



# 6
Below is an isolated molecule of C24H28N4O4, with properties calculated with ωB97M-V/def2-TZVPD.

Each line ends with the natural charge from an NBO analysis.
Cartesian coordinates (Å):
C: -1.860 -1.308 2.535  -0.2674
O: -0.667 -0.748 1.998  -0.5311
C: 0.190 -1.635 1.439  0.7634
O: -0.044 -2.824 1.373  -0.6171
C: 1.424 -1.050 0.961  -0.0680
N: 2.417 -1.919 0.556  -0.4958
C: 3.510 -1.213 0.183  0.1584
C: 4.748 -1.669 -0.261  -0.2566
C: 5.722 -0.739 -0.556  0.0148
C: 7.075 -1.163 -1.038  -0.6265
C: 5.447 0.632 -0.400  -0.2552
C: 4.231 1.096 0.032  -0.1559
C: 3.222 0.170 0.327  -0.0938
C: 1.885 0.256 0.815  0.2222
N: 1.103 1.371 1.094  -0.6412
C: 1.148 2.594 0.481  0.6731
O: 2.042 2.959 -0.246  -0.6029
C: -0.073 3.475 0.761  -0.3047
N: -1.328 2.968 0.225  -0.4483
C: -1.156 2.255 -1.032  -0.2457
C: -2.517 1.889 -1.632  -0.2143
N: -3.382 1.204 -0.701  -0.4464
C: -3.499 -0.183 -0.621  0.1010
C: -4.681 -0.685 -0.067  -0.2260
C: -4.926 -2.038 0.055  -0.2321
C: -3.988 -2.944 -0.403  -0.2273
C: -2.815 -2.481 -0.974  -0.2926
C: -2.549 -1.123 -1.082  0.3189
O: -1.370 -0.642 -1.600  -0.5364
C: -0.426 -1.551 -2.109  -0.2555
C: -3.523 1.982 0.509  -0.2103
C: -2.148 2.212 1.150  -0.2334
H: -2.549 -1.575 1.731  0.2093
H: -2.298 -0.543 3.172  0.1924
H: -1.624 -2.202 3.112  0.2050
H: 2.314 -2.919 0.602  0.4316
H: 4.934 -2.728 -0.365  0.2092
H: 7.848 -0.802 -0.361  0.2202
H: 7.147 -2.246 -1.104  0.2121
H: 7.273 -0.740 -2.023  0.2206
H: 6.231 1.338 -0.631  0.2091
H: 4.044 2.152 0.127  0.2453
H: 0.266 1.143 1.615  0.4234
H: -0.179 3.641 1.835  0.2117
H: 0.132 4.439 0.279  0.2223
H: -0.615 2.908 -1.721  0.2102
H: -0.578 1.329 -0.903  0.1876
H: -2.373 1.278 -2.521  0.2233
H: -3.035 2.812 -1.919  0.1932
H: -5.431 0.019 0.259  0.2136
H: -5.851 -2.380 0.493  0.2140
H: -4.158 -4.006 -0.321  0.2153
H: -2.088 -3.201 -1.313  0.2238
H: -0.080 -2.250 -1.341  0.1834
H: -0.827 -2.113 -2.959  0.1778
H: 0.414 -0.942 -2.442  0.2045
H: -4.174 1.472 1.218  0.2075
H: -3.963 2.951 0.249  0.1998
H: -2.262 2.790 2.071  0.1992
H: -1.729 1.224 1.394  0.1668

Largest force on an atom ... 0.0147 Eh/bohr
Energy relative to the best compared isomer or geometry (same formula, charge and spin) ... 262.43 kJ/mol
SMILES string ... COC(=O)c1[nH]c2cc(C)ccc2c1NC(=O)CN1CCN(c2ccccc2OC)CC1
Frontier orbital gap ... 7.957 eV
2S+1 ... 1
Calculated total energy ... -39493.5042 eV



# 7
Below is an isolated molecule of C4H6N2OS in a non-equilibrium geometry, with properties calculated with ωB97M-V/def2-TZVPD.

Each line ends with the natural charge from an NBO analysis.
Cartesian coordinates (Å):
C: 2.276 -1.020 -0.434  -0.1618
N: 1.224 -0.223 -0.448  -0.2403
N: 0.509 -0.200 0.736  -0.4393
C: -0.886 0.408 0.526  -0.2734
C: -0.610 1.823 0.142  0.4352
O: -1.345 2.571 -0.501  -0.4996
C: -1.748 -0.388 -0.430  -0.2719
S: -3.213 -1.009 -0.133  0.1066
H: 2.752 -1.097 -1.476  0.1957
H: 2.643 -1.671 0.356  0.1731
H: 0.491 -1.004 1.299  0.3623
H: -1.407 0.298 1.531  0.2552
H: 0.590 2.151 0.277  0.1385
H: -1.275 -0.638 -1.443  0.2195

Largest force on an atom ... 0.0862 Eh/bohr
Energy relative to the best compared isomer or geometry (same formula, charge and spin) ... 456.69 kJ/mol
SMILES string ... C=NN[C@@H](C=O)C=S
Frontier orbital gap ... 8.354 eV
2S+1 ... 1
Calculated total energy ... -20104.6083 eV



# 8
Below is a cluster of 2 separate species, C6H10O in total in a non-equilibrium geometry, with properties calculated with ωB97M-V/def2-TZVPD.

Each line ends with the natural charge from an NBO analysis.
Cartesian coordinates (Å):
C: 0.592 1.906 -0.323  -0.5052
C: 0.372 0.592 -0.274  0.1184
C: -1.273 -0.615 1.253  -0.4055
C: -2.046 0.423 0.443  -0.4217
C: -0.780 -0.252 -0.087  0.0890
C: 2.580 -1.008 -0.414  -0.5125
O: -0.970 -1.296 -1.075  -0.7000
H: 1.576 2.246 -0.328  0.2199
H: -0.295 2.587 -0.223  0.2002
H: -0.719 -0.205 2.039  0.2156
H: -1.672 -1.627 1.430  0.2380
H: -2.881 -0.011 0.046  0.2278
H: -1.838 1.482 0.546  0.2177
H: 2.712 -0.891 0.685  0.1883
H: 1.911 -1.819 -0.839  0.1965
H: 3.225 -0.528 -1.021  0.1575
H: -0.496 -0.984 -1.859  0.4761

Largest force on an atom ... 0.0958 Eh/bohr
Energy relative to the best compared isomer or geometry (same formula, charge and spin) ... 560.45 kJ/mol
Frontier orbital gap (alpha / beta) ... 8.652 / 8.545 eV
2S+1 ... 1
Calculated total energy ... -8425.4317 eV



# 9
Below is a structure of composition C14H22F4InN2O12S in a non-equilibrium geometry, with properties calculated with ωB97M-V/def2-TZVPD.

Each line ends with the Mulliken charge.
Cartesian coordinates (Å):
C: -0.182 2.251 -1.063  -0.7869
C: -1.238 3.055 -0.270  -0.0781
N: -2.472 3.298 -0.983  -0.6375
In: -3.803 1.643 -1.169  0.6485
N: -5.680 2.158 -0.250  -0.6775
S: -3.074 -0.491 -0.079  -0.4536
H: -0.604 1.318 -1.442  0.1477
H: 0.675 2.022 -0.424  0.1858
H: 0.209 2.891 -1.864  0.3315
H: -1.420 2.612 0.716  -0.0044
H: -0.771 4.042 -0.075  0.3234
H: -2.297 3.772 -1.855  0.1974
H: -4.001 1.321 -2.938  -0.3759
H: -6.401 1.517 -0.553  0.1660
H: -5.628 2.086 0.759  0.1196
H: -2.073 -1.062 -0.808  -0.0700
C: 3.370 -2.074 0.067  -0.3193
C: 2.850 -1.133 1.117  0.3446
O: 1.603 -0.730 0.579  -0.2025
C: 1.159 -1.751 -0.196  0.4389
O: 0.049 -1.877 -0.581  -0.4268
O: 2.160 -2.633 -0.456  -0.3294
F: 3.649 -0.041 1.254  -0.2766
H: 3.902 -1.551 -0.727  0.1617
H: 4.015 -2.846 0.473  0.3159
H: 2.693 -1.591 2.096  0.2530
C: -3.117 2.603 5.194  -0.4225
C: -2.563 3.122 3.898  0.4034
O: -1.162 2.982 4.082  -0.3057
C: -0.986 1.939 4.934  0.6677
O: 0.043 1.383 5.113  -0.5253
O: -2.147 1.618 5.560  -0.3244
F: -2.855 4.436 3.725  -0.3096
H: -3.157 3.378 5.963  0.2606
H: -4.105 2.161 5.084  0.2802
H: -2.877 2.559 3.017  0.2742
C: 8.302 -0.286 -1.922  -0.4258
C: 7.859 0.475 -0.702  0.2947
O: 6.709 -0.246 -0.293  -0.2345
C: 6.886 -1.528 -0.701  0.6518
O: 6.252 -2.448 -0.311  -0.4830
O: 7.886 -1.618 -1.610  -0.3284
F: 7.504 1.747 -1.005  -0.2748
H: 7.791 0.055 -2.824  0.2843
H: 9.377 -0.238 -2.083  0.2620
H: 8.588 0.487 0.112  0.2743
C: -3.827 -2.927 -2.635  -0.1811
C: -3.656 -4.216 -1.880  0.4395
O: -4.691 -5.030 -2.420  -0.3333
C: -4.902 -4.598 -3.692  0.6040
O: -5.501 -5.208 -4.514  -0.5329
O: -4.331 -3.392 -3.900  -0.3307
F: -3.867 -4.064 -0.552  -0.2606
H: -4.557 -2.265 -2.169  0.1995
H: -2.894 -2.384 -2.759  0.1574
H: -2.692 -4.706 -2.037  0.2235

Largest force on an atom ... 0.0247 Eh/bohr
Frontier orbital gap ... 5.851 eV
Total charge ... -1
2S+1 ... 1
Calculated total energy ... -69305.6422 eV